C35H52Br20F13NO4S | the ωB97M-V functional and the def2-TZVPD basis

Last column: Löwdin charge in e.
Geometry (Å):
1 H 3.9503 9.7314 6.0326  0.0021
2 H -8.2050 0.1195 -0.6435  0.0405
3 H -2.2847 -4.7113 0.9060  0.0317
4 H 4.9547 9.5469 3.6189  0.0590
5 H -4.4757 -2.3386 -0.3800  -0.0001
6 C 2.2164 5.0003 2.2114  -0.6858
7 F 3.9007 2.5918 -4.9339  -0.1948
8 H -5.3784 -0.9234 -2.9874  0.0001
9 H 4.4773 -4.5834 1.0858  0.1103
10 H -1.0445 -1.0265 -0.0259  0.0454
11 C -6.8553 2.0254 -6.1948  -0.6851
12 H 2.5445 -3.4755 -3.7737  0.1438
13 C -0.3727 -2.0402 -2.0507  -0.1421
14 C -1.6354 -4.1806 1.6081  -0.6742
15 H -0.1921 -11.6221 1.8883  0.0609
16 Br 0.6895 -9.4414 1.1293  0.7082
17 C 1.8642 0.8882 -0.5866  -0.0645
18 H -2.0575 -9.7994 2.1474  0.0425
19 F 5.5221 0.9063 -5.5095  -0.1816
20 C 4.1758 8.8941 4.0231  -0.6822
21 H 3.0450 5.3772 1.6052  0.0609
22 H 5.3652 -3.9962 -3.7360  0.0917
23 C -0.6919 -7.1893 -0.9338  -0.5753
24 C -1.4076 -10.1847 2.9379  -0.6813
25 H 7.3452 -4.2323 1.6260  0.0928
26 H 0.4711 -1.9082 -2.8840  0.1350
27 F 2.1849 0.2281 0.7347  0.0212
28 C -2.6908 5.2512 -1.1508  -0.6807
29 C -7.7829 1.5300 0.9760  -0.6721
30 C 1.2666 6.1194 2.5700  -0.7023
31 F 4.2725 0.2208 -0.6732  0.0300
32 H 4.0573 13.3445 9.1185  0.0540
33 Br -10.0852 1.7639 -0.7167  0.5988
34 H 1.4588 -5.0754 -5.1628  0.1337
35 H -2.5840 5.8188 -0.2221  0.0562
36 C 3.3914 9.6048 5.1013  -0.7179
37 C -0.0654 -1.0952 -0.7051  -0.0553
38 H -6.0764 2.6783 -6.5990  0.0592
39 Br 1.9337 11.2997 8.9772  0.6034
40 Br 3.0546 4.2481 3.8037  0.5852
41 H -7.0808 2.8628 -4.1853  0.0223
42 H -1.6012 -9.0431 -0.3166  -0.0082
43 H 0.6708 -10.8102 3.2201  0.0552
44 H -7.4787 1.6598 -7.0156  0.0522
45 Br -9.2715 1.7642 -4.6735  0.5906
46 Br -3.4856 0.0996 -1.7162  0.6636
47 H 3.0526 10.5836 4.7501  0.0506
48 C -7.6397 2.7362 -5.1165  -0.6915
49 O -0.3327 -3.5027 -1.7163  -0.1965
50 C 0.3882 0.4250 -1.1169  -0.1840
51 H -2.5371 -4.7675 3.5140  0.0568
52 F 3.3134 0.2741 -4.8751  -0.1761
53 O 2.3123 -4.5458 -0.6338  -0.0540
54 S 4.5458 1.1942 -4.1250  1.0867
55 Br -5.9011 0.4843 -5.4745  0.6319
56 H -4.6797 4.6226 -0.6086  0.0200
57 C 3.1149 0.4640 -1.6153  -0.1013
58 Br 1.7596 8.6328 5.5444  0.6310
59 F 5.8627 2.1681 -3.5107  -0.2005
60 C -4.9790 -2.3207 -1.3506  -0.6748
61 C -0.0091 -4.1598 -2.9948  -0.7089
62 Br 5.1300 7.3530 4.7434  0.5960
63 H 0.7150 -1.6996 -0.0775  0.1359
64 H -7.1706 0.9054 1.6327  0.0602
65 H -3.4525 3.3509 -0.3766  0.0418
66 Br -4.2539 3.4492 -2.7417  0.5652
67 C 5.2677 -4.3922 0.2122  0.0094
68 H 0.9811 6.6839 1.6778  0.0596
69 H 9.0459 -3.8325 -0.4803  0.0873
70 C 3.5229 1.6558 -2.6440  -0.1923
71 C 3.1392 -4.4424 -1.6820  -0.1934
72 H -0.6443 -4.0623 1.1612  0.0503
73 Br 4.7568 12.4500 6.8925  0.6336
74 C -3.7574 4.1906 -1.0073  -0.7242
75 H -0.6613 -6.6169 -0.0025  0.0500
76 H -5.8883 -0.3668 -1.3726  0.0217
77 H -2.0172 -8.5773 -1.9859  0.0616
78 H 5.5922 12.4440 9.2185  0.0588
79 F 0.1518 0.6122 -2.5725  0.0009
80 Br -3.9512 -3.4688 -2.5462  0.6783
81 F 5.2961 -0.1489 -3.3872  -0.1790
82 C -1.6101 -4.8830 2.9457  -0.6948
83 Br -1.1799 -8.7489 4.2381  0.6306
84 C 7.4153 -3.8718 -2.2880  -0.0619
85 H -1.4052 -1.6958 -2.4806  0.0713
86 Br -3.4796 -7.4370 -0.3109  0.6186
87 Br -0.9386 4.4529 -1.4610  0.6330
88 O -0.8167 -3.8954 -4.0547  -0.0983
89 F 2.6948 -0.8161 -2.2268  0.0352
90 Br -0.1656 -4.2094 4.0697  0.6026
91 H -2.8763 5.9445 -1.9758  0.0524
92 C 5.7914 -4.0568 -2.6293  -0.0092
93 H 3.9548 11.0480 10.3772  0.0589
94 Br -0.4085 5.4220 3.2857  0.5932
95 H 1.7331 4.1733 1.6841  0.0348
96 H 8.1500 -3.6668 -3.2011  0.0911
97 H 3.1996 -5.2445 -3.8155  0.1473
98 H -5.9542 -2.8071 -1.2584  0.0583
99 F -0.5999 1.3428 -0.4338  -0.0757
100 Br -6.5073 2.4829 -0.1506  0.6790
101 C 7.8951 -3.9669 -0.7229  -0.0693
102 C 4.5688 12.4210 8.8335  -0.6836
103 C 4.7429 -4.3073 -1.3670  -0.0787
104 H 0.2744 -7.6786 -1.0862  0.0391
105 F 2.3563 2.4597 -3.1627  0.0178
106 H -7.9785 3.7149 -5.4677  0.0604
107 H 3.5524 8.5285 3.2023  0.0447
108 H -1.9319 -10.9775 3.4790  0.0609
109 C 2.4802 -4.5064 -3.2144  -0.0767
110 C 6.8659 -4.2105 0.5445  -0.0564
111 F 4.3377 2.6489 -1.8483  0.0171
112 O 0.9939 -5.6755 -4.5023  -0.0742
113 C -8.7149 0.6775 0.1468  -0.6909
114 H -1.3976 -5.9481 2.8180  0.0149
115 C -1.8141 -8.2001 -0.9799  -0.6893
116 H 1.6703 6.8088 3.3169  -0.0216
117 H -9.2655 -0.0221 0.7821  0.0595
118 Br -0.8423 -5.9002 -2.3897  1.2662
119 N 1.1073 -5.1518 -3.2402  -0.3516
120 C -0.0733 -10.6791 2.4295  -0.6669
121 F 1.8771 2.3646 -0.2697  0.0006
122 Br -2.4072 -2.3960 1.7620  0.6992
123 C -5.1291 -0.9302 -1.9226  -0.6608
124 C 3.8538 11.1725 9.2953  -0.6911
125 H 4.2006 10.2637 8.7956  0.0523
126 H -8.3018 2.2819 1.5771  0.0536

Output
frontier orbital gap = 6.1 eV
HOMO energy = -8.594 eV

***

C35H52MnP4S | the ωB97M-V functional and the def2-TZVPD basis

Last column: Löwdin charge in e.
Geometry (Å):
1 H 1.9668 -2.2188 3.3262  0.0245
2 C 6.4109 -1.0261 -3.0760  -0.5281
3 H 1.1482 -3.4228 -2.0061  0.0514
4 C -5.6817 1.1056 -1.7292  -0.0445
5 H -4.7941 4.7307 2.7819  0.1240
6 C -0.4295 3.3062 1.2870  -0.1343
7 C -3.3686 1.3967 -1.0081  -0.3471
8 H -3.2086 3.9640 1.0610  0.1172
9 H -6.7276 0.9622 -1.4596  0.1211
10 C 2.0453 -2.9680 -1.5564  -0.2384
11 H -0.6783 -4.2361 -0.9870  0.0226
12 C -0.3498 4.8177 -1.0400  -0.0480
13 H -0.4904 2.7337 2.2294  0.0854
14 C -3.9330 1.2951 -3.3821  -0.0545
15 P -2.1065 1.2968 0.3506  1.1407
16 C -5.2885 1.1449 -3.0690  -0.0435
17 H 0.8990 4.7600 2.1303  0.1162
18 H -1.0653 -0.1010 -1.9541  0.0208
19 C -0.8017 0.2908 3.7346  -0.2324
20 H -1.2173 1.2297 3.3572  0.0183
21 C -2.9810 1.3956 -2.3682  -0.1336
22 H 2.4904 -4.6804 0.8903  0.0771
23 H 9.2255 0.8925 -3.3999  0.1410
24 H 1.4659 1.7298 2.1773  0.0321
25 H 2.6917 0.4407 2.2320  0.0289
26 H -1.6332 -0.4062 3.8899  0.0484
27 C 3.2666 -1.7940 0.8116  -0.2549
28 H 3.2171 -1.6118 1.8928  0.0316
29 P -1.7464 -2.4318 0.3013  0.7553
30 Mn 0.0543 -0.9852 0.3637  0.1529
31 H 0.2702 -2.6257 3.6428  0.0412
32 C -3.6081 3.2446 1.7708  -0.0700
33 C -1.8969 -3.4728 1.7918  -0.2348
34 H -3.6063 1.3225 -4.4221  0.1177
35 H 4.1003 -2.4760 0.5902  0.0436
36 C 0.8984 0.3323 -0.9866  -0.2047
37 H -1.5723 -3.0946 -2.0164  0.0582
38 H 1.9754 1.0501 3.7498  0.0726
39 C -3.4881 -1.9223 0.0497  -0.2268
40 H 8.3998 1.0113 -5.7539  0.1468
41 H 3.4345 -0.8331 0.3024  0.0363
42 C -1.5848 -3.6309 -1.0623  -0.2366
43 C 8.3209 0.3483 -3.6888  0.0076
44 H 0.7218 -4.7138 0.5905  0.0472
45 H 0.6611 1.3879 -0.8204  0.0465
46 H 1.1153 -1.4674 4.6830  0.0722
47 C 1.0066 -1.8154 3.6499  -0.2394
48 S 5.3336 -1.8097 -1.9378  1.0113
49 C -3.7880 0.9756 2.6171  -0.1425
50 H -3.5256 -0.0816 2.5627  0.0757
51 C -0.1073 -0.5243 -1.6468  -0.2409
52 C 6.0136 -1.0312 -4.4279  -0.0583
53 H 2.3077 -2.0636 -2.1279  0.0324
54 H -0.3436 0.4918 4.7161  0.0776
55 H -0.9965 -4.0626 1.9812  0.0258
56 C 0.3433 4.4599 1.2464  -0.0568
57 C 0.3774 5.2244 0.0715  -0.0531
58 P 1.7024 -2.5192 0.1928  0.7965
59 H 0.2405 -1.3126 -2.3138  0.0451
60 H 5.6354 -1.2915 -0.7145  -0.0548
61 C 1.5446 -4.1370 1.0310  -0.2049
62 H 5.1233 -1.5908 -4.7090  0.1233
63 H -5.7597 3.1021 4.4166  0.1218
64 C 7.6222 -0.3905 -2.7264  -0.0319
65 H -1.9303 1.4673 -2.6497  0.0886
66 C -1.1686 2.8805 0.1654  -0.4004
67 H -4.1044 -2.8318 -0.0110  0.0725
68 H -5.0711 1.1968 0.3215  0.1036
69 H -2.0939 -2.8571 2.6768  0.0471
70 H -2.7337 -4.1659 1.6677  0.0690
71 H 1.3557 -4.0012 2.1050  0.0381
72 C -4.5134 3.6740 2.7451  -0.0370
73 H 7.9859 -0.4561 -1.7010  0.1285
74 C -4.7326 1.2395 -0.7124  -0.0893
75 H 6.3437 -0.2570 -6.4014  0.1381
76 H 1.9532 0.1350 -1.1941  0.0431
77 C -1.1346 3.6537 -0.9944  -0.0738
78 H -1.7276 3.3899 -1.8618  0.0904
79 C 6.7145 -0.2899 -5.3777  0.0013
80 H -0.3269 5.4068 -1.9614  0.1212
81 P 0.4374 -0.4303 2.5935  0.7725
82 H -3.8632 -1.3155 0.8825  0.0313
83 H -6.0302 1.0434 -3.8605  0.1210
84 H 2.8889 -3.6756 -1.5944  0.0566
85 C -3.2159 1.9020 1.7108  -0.3951
86 H 0.9730 6.1410 0.0442  0.1209
87 H -3.6311 -1.3577 -0.8796  0.0506
88 C 7.8648 0.4160 -5.0126  0.0421
89 C 1.7743 0.8133 2.7000  -0.2201
90 C -4.6783 1.4165 3.5950  -0.0588
91 C -5.0490 2.7654 3.6608  -0.0420
92 H -2.4543 -4.2961 -1.0489  0.0687
93 H -5.0839 0.6980 4.3094  0.1173

Output
⟨S²⟩ = 6.234
frontier orbital gap (spin up / spin down) = 5.7 / 3.6 eV
2S+1 = 5
energy above the lowest of the compared OMol25 structures with the same formula, charge and spin = 0.000 eV
HOMO energy (spin up / spin down) = -15.186 / -15.206 eV
charge = +3

***

Computed energy (Ha) in order:
-54896.42181 -4278.48883